#P
Density functional theory data (ωB97M-V with the def2-TZVPD basis set) for a molecular structure, C5H12NO2.

HOMO ... -0.4541 hartree
Frontier orbital gap ... 5.59 eV
Total charge ... +1

```
20
C5H12NO2, DFT ωB97M-V with the def2-TZVPD basis set
O -1.2494 1.5419 -2.5252
C -0.8423 1.0128 -1.2036
O -1.2616 1.7290 -0.1914
C 0.6025 0.8553 -1.5892
C 0.6854 -0.6817 1.6427
C -0.5303 0.1153 2.1948
C 0.3830 -2.0306 1.0660
N 1.1465 -0.4859 -1.5791
H -1.2583 0.0794 -1.1530
H 1.2490 1.6769 -1.4974
H 1.6797 -0.5201 2.0819
H -0.9996 -0.3641 3.1219
H -0.2842 1.1978 2.3845
H -1.3951 -0.0193 1.3992
H -0.6025 -2.5359 1.4212
H 0.4750 -0.9788 0.3452
H 1.2393 -2.7402 1.0536
H -1.6739 2.4042 -2.4075
H 2.0747 -0.6108 -1.9602
H 0.5622 0.3549 -2.6045
```

Charges in e, computed with Mulliken, in the same order as the atoms: O -0.552; C -0.051; O -0.650; C 0.201; C 0.266; C -0.922; C -0.460; N -0.528; H 0.374; H 0.353; H 0.380; H 0.347; H 0.335; H 0.280; H 0.320; H 0.128; H 0.318; H 0.334; H 0.279; H 0.248

---

#Q
Density functional theory data (ωB97M-V with the def2-TZVPD basis set) for 2 unconnected molecules or ions with the total composition C5H12NO2.

HOMO ... -0.5200 hartree
Frontier orbital gap ... 10.66 eV
Total charge ... +1

```
20
C5H12NO2, DFT ωB97M-V with the def2-TZVPD basis set
O -0.0658 1.0671 2.3004
C -0.9294 0.3796 1.8321
C -0.8308 0.0227 0.3546
N 0.4027 0.5395 -0.4221
C 0.6296 -0.5782 -1.4707
C -0.3299 -1.7870 -1.1411
C -1.2601 -1.4080 0.0111
H -1.8919 0.1024 2.2151
H -1.6432 0.8275 -0.0382
H 0.1041 1.5551 -0.6214
H 1.3244 0.6792 -0.0222
H 0.4382 -0.1938 -2.4369
H 1.7224 -0.8657 -1.1344
H 0.2234 -2.7001 -0.5851
H -0.6554 -2.2000 -2.0407
H -1.2707 -2.2696 0.7257
H -2.2708 -1.4715 -0.3345
H 1.7703 3.1997 1.4966
H 2.7195 2.3625 0.5427
O 1.8133 2.7386 0.7693
```

Charges in e, computed with Mulliken, in the same order as the atoms: O -0.410; C -0.170; C 0.099; N -0.175; C -0.496; C -0.486; C -0.810; H 0.378; H 0.235; H 0.440; H 0.361; H 0.398; H 0.257; H 0.204; H 0.446; H 0.399; H 0.314; H 0.263; H 0.333; O -0.579

---

The structure with the greatest stability is #Q.

---

#P
Density functional theory data (ωB97M-V with the def2-TZVPD basis set) for 2 unconnected molecules or ions with the total composition C3H8OS.

HOMO ... -0.3196 hartree
Frontier orbital gap ... 9.67 eV
Total charge ... 0

```
13
C3H8OS, DFT ωB97M-V with the def2-TZVPD basis set
C -1.6213 2.0760 -2.6489
C -1.7458 0.6912 -2.0293
O -0.8842 0.2637 -1.3099
H -1.5670 2.8331 -1.8791
H -2.3002 2.2710 -3.4725
H -0.6219 1.9658 -3.0807
H -2.6250 0.0699 -2.2857
C 1.4311 -0.0344 2.4775
S 1.2924 -1.6243 1.6061
H 0.6186 0.5903 2.1223
H 1.3520 -0.1221 3.5585
H 2.4088 0.3855 2.2572
H 0.1899 -1.3466 0.9167
```

Charges in e, computed with Mulliken, in the same order as the atoms: C -0.762; C 0.083; O -0.457; H 0.256; H 0.297; H 0.241; H 0.346; C -0.688; S -0.171; H 0.240; H 0.274; H 0.245; H 0.094

---

#Q
Density functional theory data (ωB97M-V with the def2-TZVPD basis set) for a molecular structure, C3H8OS.

HOMO ... -0.3615 hartree
Frontier orbital gap ... 9.52 eV
Total charge ... 0

```
13
C3H8OS, DFT ωB97M-V with the def2-TZVPD basis set
C 1.8153 -0.9038 0.1657
C -2.0303 -0.2938 -0.2890
C -2.0373 -0.8700 0.8990
O 3.3134 0.8499 -1.1191
S 2.7765 -0.5398 -1.1211
H 1.4450 -0.1424 0.8793
H 1.4239 -1.8314 -0.0965
H 0.3948 3.0850 0.1145
H -1.9344 0.7390 -0.3918
H -1.7646 -0.7983 -1.3261
H -2.1037 -0.1941 1.7934
H -2.0268 -2.0255 1.0660
H 0.7281 2.9251 -0.5742
```

Charges in e, computed with Mulliken, in the same order as the atoms: C -0.476; C -0.450; C -0.415; O -0.506; S 0.378; H 0.279; H 0.317; H 0.040; H 0.252; H 0.186; H 0.224; H 0.208; H -0.039

---

#R
Density functional theory data (ωB97M-V with the def2-TZVPD basis set) for 2 unconnected molecules or ions with the total composition C3H8OS.

HOMO ... -0.3214 hartree
Frontier orbital gap ... 9.37 eV
Total charge ... 0

```
13
C3H8OS, DFT ωB97M-V with the def2-TZVPD basis set
C 0.1582 1.8555 0.4492
C -0.8649 1.0307 0.8652
O -1.0268 0.8995 2.2034
H 0.4176 2.0661 -0.4919
H 0.9124 2.1853 1.2463
H -1.4237 0.3899 0.1840
H -1.9212 0.4053 2.3429
C 1.0957 -1.2998 -1.1377
S -0.2765 -2.3746 -0.6238
H 2.0137 -1.6387 -0.5923
H 1.3552 -1.3800 -2.1175
H 0.9002 -0.2649 -1.0516
H -1.3399 -1.8744 -1.2760
```

Charges in e, computed with Mulliken, in the same order as the atoms: C -0.975; C 0.261; O -0.483; H 0.461; H 0.154; H 0.225; H 0.355; C -0.528; S -0.199; H 0.247; H 0.386; H -0.003; H 0.099

---

The structure with the greatest stability is #P.

---

#P
Density functional theory data (ωB97M-V with the def2-TZVPD basis set) for a single C3H8OS molecule.

HOMO ... -0.3382 hartree
Frontier orbital gap ... 10.12 eV
Total charge ... 0

```
13
C3H8OS, DFT ωB97M-V with the def2-TZVPD basis set
O -0.1523 2.0864 1.3922
C -0.7283 0.8553 0.8989
C 0.3269 -0.0128 0.1852
C -0.2876 -0.8434 -1.0386
S 0.7608 -2.2286 -1.5629
H 0.6869 1.7518 1.7279
H -1.1555 0.2620 1.7163
H -1.5300 1.2222 0.2647
H 1.0844 0.6007 -0.3012
H 0.8036 -0.7039 0.8859
H -0.4979 -0.2567 -1.9318
H -1.2363 -1.1730 -0.6487
H 1.9253 -1.5600 -1.5879
```

Charges in e, computed with Mulliken, in the same order as the atoms: O -0.525; C -0.454; C -0.599; C -0.668; S -0.232; H 0.306; H 0.266; H 0.340; H 0.369; H 0.372; H 0.370; H 0.346; H 0.108

---

#Q
Density functional theory data (ωB97M-V with the def2-TZVPD basis set) for 2 unconnected molecules or ions with the total composition C3H8OS.

HOMO ... -0.3358 hartree
Frontier orbital gap ... 9.82 eV
Total charge ... 0

```
13
C3H8OS, DFT ωB97M-V with the def2-TZVPD basis set
C -0.7513 -0.5844 3.0222
C -1.2726 -1.9585 2.7594
O -0.8765 -3.0493 3.0569
H -1.4433 0.2006 3.1831
H 0.1684 -0.2842 2.4949
H -0.1908 -0.4765 3.9765
H -2.2463 -1.9410 2.1639
C 0.7176 0.9242 -3.3524
S 1.9458 2.2505 -2.8868
H 0.1116 1.3422 -4.1551
H 1.1681 0.0108 -3.6993
H 0.1817 0.7974 -2.4449
H 2.4876 2.7682 -4.1185
```

Charges in e, computed with Mulliken, in the same order as the atoms: C -0.931; C 0.221; O -0.447; H 0.341; H 0.282; H 0.288; H 0.247; C -0.651; S -0.226; H 0.254; H 0.273; H 0.225; H 0.125

---

#R
Density functional theory data (ωB97M-V with the def2-TZVPD basis set) for 2 unconnected molecules or ions with the total composition C3H8OS.

HOMO ... -0.3629 hartree
Frontier orbital gap ... 9.51 eV
Total charge ... 0

```
13
C3H8OS, DFT ωB97M-V with the def2-TZVPD basis set
C -0.8816 -0.0009 -0.5991
C 2.9385 1.1904 1.1350
C -1.8239 -0.6476 0.5272
O 3.3586 -1.1622 0.2382
S 2.5777 0.0797 0.0092
H -1.3638 0.5122 -1.3060
H -0.3349 0.7223 -0.0298
H 3.3702 0.7514 1.9610
H 2.5159 2.1467 1.2246
H -2.3413 -1.6537 0.3353
H -2.5668 0.1320 0.7087
H -1.0798 -0.7816 1.3614
H -0.2078 -0.6466 -1.1622
```

Charges in e, computed with Mulliken, in the same order as the atoms: C -0.856; C -0.520; C -0.696; O -0.527; S 0.423; H 0.440; H 0.145; H 0.294; H 0.322; H 0.271; H 0.230; H 0.200; H 0.273

---

The structure with the greatest stability is #P.

---

#P
Density functional theory data (ωB97M-V with the def2-TZVPD basis set) for a single C5H10O2 molecule.

HOMO ... -0.3570 hartree
Frontier orbital gap ... 10.73 eV
Total charge ... 0

```
17
C5H10O2, DFT ωB97M-V with the def2-TZVPD basis set
C 2.0270 1.1017 -0.4558
O 0.6396 0.9396 -0.2885
C 0.2484 -0.3949 -0.4405
C 0.4449 -1.2993 0.7866
O -0.9688 -1.3847 1.0052
C -1.2513 -0.6180 -0.1847
C -2.1233 0.5933 0.0744
H 2.5979 0.5115 0.2777
H 2.3427 0.7984 -1.4665
H 2.2518 2.1606 -0.3114
H 0.6317 -0.8010 -1.3892
H 0.9685 -0.8175 1.6222
H 0.8887 -2.2845 0.5923
H -1.7013 -1.2639 -0.9522
H -2.0211 1.3229 -0.7352
H -3.1739 0.2975 0.1480
H -1.8265 1.0758 1.0083
```

Charges in e, computed with Mulliken, in the same order as the atoms: C -0.767; O -0.337; C 0.064; C -0.495; O -0.440; C 0.200; C -1.272; H 0.295; H 0.311; H 0.250; H 0.377; H 0.310; H 0.237; H 0.306; H 0.304; H 0.376; H 0.281

---

#Q
Density functional theory data (ωB97M-V with the def2-TZVPD basis set) for a single C5H10O2 molecule.

HOMO ... -0.3222 hartree
Frontier orbital gap ... 9.50 eV
Total charge ... 0

```
17
C5H10O2, DFT ωB97M-V with the def2-TZVPD basis set
C -1.8261 0.1174 -0.9257
C -0.3792 -0.1839 -0.5974
O 0.4097 0.9984 -0.9141
C 1.4741 0.8038 -1.6405
C 1.3415 -0.7898 1.1709
C -0.1278 -0.4726 0.8849
O -0.6023 0.5909 1.6906
H -1.9396 0.3528 -1.9881
H -2.1862 0.9573 -0.3261
H -2.4420 -0.7584 -0.6962
H 0.0180 -0.9972 -1.2133
H 1.9158 1.8326 -1.6712
H 1.7821 -1.3947 0.3713
H 1.4403 -1.3244 2.1195
H 1.9273 0.1338 1.2441
H -0.7506 -1.3344 1.1513
H -0.1278 1.3854 1.4062
```

Charges in e, computed with Mulliken, in the same order as the atoms: C -1.456; C 0.318; O -0.248; C -0.383; C -1.249; C 0.003; O -0.565; H 0.400; H 0.315; H 0.372; H 0.505; H 0.189; H 0.360; H 0.337; H 0.280; H 0.411; H 0.412

---

#R
Density functional theory data (ωB97M-V with the def2-TZVPD basis set) for a single C5H10O2 molecule.

HOMO ... -0.3536 hartree
Frontier orbital gap ... 10.55 eV
Total charge ... 0

```
17
C5H10O2, DFT ωB97M-V with the def2-TZVPD basis set
C 0.3670 1.1531 2.0199
O -0.7124 0.7650 1.2088
C -0.4866 1.0033 -0.1632
C 0.4375 -0.0113 -0.8243
C 0.5917 -1.3573 -0.1670
C -0.1919 -1.2578 -1.4220
O -1.5679 -1.4543 -1.3074
H 1.3158 0.8712 1.5546
H 0.2791 0.6226 2.9722
H 0.3889 2.2397 2.2137
H -1.4774 0.9592 -0.6216
H -0.0883 2.0158 -0.3207
H 1.3097 0.3940 -1.3388
H 1.5542 -1.8468 -0.2052
H 0.0307 -1.5168 0.7489
H 0.2356 -1.6481 -2.3467
H -1.9857 -0.9315 -2.0013
```

Charges in e, computed with Mulliken, in the same order as the atoms: C -0.720; O -0.365; C -0.598; C 0.085; C -0.668; C -0.283; O -0.534; H 0.338; H 0.244; H 0.284; H 0.279; H 0.331; H 0.402; H 0.290; H 0.236; H 0.345; H 0.333

---

#S
Density functional theory data (ωB97M-V with the def2-TZVPD basis set) for a single C5H10O2 molecule.

HOMO ... -0.3027 hartree
Frontier orbital gap ... 9.14 eV
Total charge ... 0

```
17
C5H10O2, DFT ωB97M-V with the def2-TZVPD basis set
C 2.1170 1.0682 -0.6204
O 0.7448 0.8912 -0.3270
C 0.2959 -0.4092 -0.3134
C 0.0740 -1.3372 1.1898
O -1.1134 -1.7975 0.5882
C -1.1934 -0.6622 -0.2931
C -1.9731 0.4967 0.2902
H 2.7666 0.6432 0.1583
H 2.3870 0.6221 -1.5899
H 2.2846 2.1469 -0.6698
H 0.8125 -1.0049 -1.1098
H -0.1014 -0.5870 1.9523
H 1.0230 -1.4584 0.7096
H -1.6116 -0.9788 -1.2464
H -1.8869 1.3627 -0.3727
H -3.0207 0.2084 0.3768
H -1.6049 0.7957 1.2775
```

Charges in e, computed with Mulliken, in the same order as the atoms: C -0.716; O -0.320; C -0.125; C -0.703; O -0.390; C 0.064; C -1.136; H 0.288; H 0.312; H 0.242; H 0.455; H 0.284; H 0.465; H 0.394; H 0.296; H 0.355; H 0.234

---

The structure with the greatest stability is #P.

---

#P
Density functional theory data (ωB97M-V with the def2-TZVPD basis set) for a single C5H10O2 molecule.

HOMO ... -0.3541 hartree
Frontier orbital gap ... 10.63 eV
Total charge ... 0

```
17
C5H10O2, DFT ωB97M-V with the def2-TZVPD basis set
C -1.9260 1.2670 0.6807
O -1.1276 0.2130 0.1970
C 0.2461 0.4738 0.2422
C 1.0828 -0.2906 1.2819
O 1.9284 -0.8308 0.2575
C 1.0905 -0.2995 -0.7891
C 0.3618 -1.3724 -1.5685
H -1.6776 1.5366 1.7175
H -1.8231 2.1645 0.0527
H -2.9635 0.9282 0.6426
H 0.4386 1.5546 0.2330
H 0.5111 -1.0698 1.8023
H 1.6468 0.3039 2.0104
H 1.6793 0.3373 -1.4627
H -0.3135 -0.9134 -2.2984
H 1.0795 -2.0044 -2.1011
H -0.2334 -1.9982 -0.8981
```

Charges in e, computed with Mulliken, in the same order as the atoms: C -0.775; O -0.376; C -0.005; C -0.482; O -0.448; C 0.309; C -1.241; H 0.310; H 0.322; H 0.249; H 0.360; H 0.255; H 0.270; H 0.302; H 0.301; H 0.363; H 0.286

---

#Q
Density functional theory data (ωB97M-V with the def2-TZVPD basis set) for a single C5H10O2 molecule.

HOMO ... -0.3535 hartree
Frontier orbital gap ... 10.57 eV
Total charge ... 0

```
17
C5H10O2, DFT ωB97M-V with the def2-TZVPD basis set
C -1.4021 -1.4421 1.1375
O -0.0506 -1.3458 0.6369
C 0.5741 0.0500 0.7222
C 1.7679 0.7191 0.0176
C 0.3787 1.2367 -0.2154
C -0.2109 0.7368 -1.5169
O 0.1570 -0.6162 -1.6545
H -2.0762 -0.7651 0.6015
H -1.4272 -1.2134 2.2059
H -1.8145 -2.4626 1.0255
H 0.5700 0.2200 1.7757
H 2.4071 1.2950 0.6902
H 2.2950 0.3411 -0.8545
H 0.0832 2.2291 0.1496
H -1.3019 0.9077 -1.4803
H 0.1641 1.2815 -2.4001
H -0.1137 -1.1718 -0.8411
```

Charges in e, computed with Mulliken, in the same order as the atoms: C -0.625; O -0.446; C -0.184; C -0.597; C -0.045; C -0.571; O -0.677; H 0.266; H 0.303; H 0.236; H 0.423; H 0.262; H 0.232; H 0.357; H 0.267; H 0.346; H 0.452

---

#R
Density functional theory data (ωB97M-V with the def2-TZVPD basis set) for a single C5H10O2 molecule.

HOMO ... -0.3499 hartree
Frontier orbital gap ... 10.57 eV
Total charge ... 0

```
17
C5H10O2, DFT ωB97M-V with the def2-TZVPD basis set
C 2.1201 -1.0158 -0.4774
C 1.0785 -0.8529 0.6321
O 0.3304 0.3888 0.6906
C -1.0463 0.3441 0.3371
C -1.7052 1.7233 0.5479
C -0.9930 -0.0853 -1.1287
O -1.1728 -1.2103 -1.5270
H 2.8399 -0.1886 -0.4961
H 2.6931 -1.9093 -0.1994
H 1.7611 -1.1949 -1.4996
H 0.3735 -1.6959 0.6634
H 1.6537 -0.8533 1.5613
H -1.6278 -0.4069 0.8982
H -2.7931 1.6361 0.4241
H -1.5316 2.1320 1.5515
H -1.3653 2.4678 -0.1813
H -0.6152 0.7212 -1.7966
```

Charges in e, computed with Mulliken, in the same order as the atoms: C -1.049; C -0.385; O -0.404; C 0.480; C -1.371; C -0.062; O -0.460; H 0.280; H 0.343; H 0.318; H 0.336; H 0.357; H 0.257; H 0.382; H 0.338; H 0.330; H 0.310

---

#S
Density functional theory data (ωB97M-V with the def2-TZVPD basis set) for a single C5H10O2 molecule.

HOMO ... -0.3560 hartree
Frontier orbital gap ... 10.69 eV
Total charge ... 0

```
17
C5H10O2, DFT ωB97M-V with the def2-TZVPD basis set
O 2.7785 -0.2213 -0.7300
C 1.7429 -0.7745 0.0455
C 0.3798 -0.4202 -0.5265
C -0.8100 -0.8775 0.3252
C -1.7836 0.2972 0.2022
C -0.8200 1.4757 0.1337
O 0.2961 1.0103 -0.6120
H 2.5360 0.7079 -0.8553
H 1.7906 -0.4251 1.0914
H 1.8843 -1.8611 0.0487
H 0.3173 -0.8092 -1.5519
H -0.4997 -1.0068 1.3707
H -1.2267 -1.8267 -0.0226
H -2.4854 0.3802 1.0378
H -2.3578 0.2223 -0.7280
H -0.5064 1.7770 1.1447
H -1.2358 2.3519 -0.3737
```

Charges in e, computed with Mulliken, in the same order as the atoms: O -0.530; C -0.661; C 0.250; C -0.662; C -0.534; C -0.456; O -0.431; H 0.343; H 0.313; H 0.307; H 0.243; H 0.286; H 0.365; H 0.339; H 0.273; H 0.279; H 0.275

---

The structure with the greatest stability is #S.